Record 1
A 2-piece molecular cluster, C15H22Cl2F3NO3P overall, computed with ωB97M-V/def2-TZVPD.

```
47
Properties=species:S:1:pos:R:3:forces:R:3
C -3.399 -1.365 -1.154 1.4 -0.3 -1.1
C -1.890 -2.053 -1.352 2.0 -1.8 -0.2
C -1.873 -3.724 -1.298 4.0 2.2 -0.6
C -0.456 -4.525 -1.507 -0.9 4.2 0.0
C 0.924 -3.662 -1.790 -3.8 1.8 0.9
C 0.883 -1.991 -1.812 -2.9 -2.2 0.6
C -0.533 -1.144 -1.581 -0.2 -4.2 0.1
C -0.585 0.518 -1.579 1.7 -1.4 0.4
C -0.407 1.148 -0.044 -1.1 -0.2 -1.3
P -0.355 3.076 -0.311 1.1 2.1 5.7
O -0.144 3.805 1.112 -0.9 -2.5 -4.1
C -1.714 0.874 0.921 0.3 2.8 -0.6
N -1.610 -0.369 1.781 -0.7 0.3 1.2
C -0.203 -0.615 2.331 2.1 -1.1 0.6
C 0.805 0.647 2.021 -0.3 -0.4 1.3
C 2.296 0.338 2.629 0.1 2.0 -1.2
O 2.712 -0.979 2.122 0.5 -2.1 4.5
C 2.947 -1.950 3.200 0.6 -2.3 -0.9
F 1.910 -1.981 4.258 3.4 0.4 -3.3
F 2.900 -3.311 2.544 0.1 4.8 2.3
F 4.284 -1.864 3.840 -4.9 0.0 -2.1
O 0.885 0.771 0.549 -1.8 0.3 1.2
H -3.278 -0.238 -1.467 -0.5 -2.2 0.9
H -3.729 -1.527 -0.042 0.3 0.5 -2.2
H -4.180 -1.838 -1.922 1.8 0.9 1.9
H -2.889 -4.299 -1.094 2.4 1.4 -0.6
H -0.503 -5.709 -1.447 0.4 2.9 -0.2
H 1.912 -4.278 -1.939 -2.1 1.6 0.3
H 1.899 -1.417 -2.010 -2.4 -1.3 0.5
H -1.540 0.952 -2.105 1.9 -0.9 1.1
H 0.395 0.855 -2.171 -2.2 -0.6 1.2
H 0.789 3.394 -1.131 -1.2 -0.7 0.4
H -1.621 3.500 -0.872 0.8 -0.5 -0.3
H -1.754 1.795 1.679 0.2 -2.0 -1.5
H -2.698 0.947 0.284 2.0 -0.7 1.4
H -1.948 -1.246 1.323 0.3 0.9 0.0
H -2.213 -0.192 2.640 0.6 -0.4 -1.5
H -0.283 -0.886 3.489 0.2 0.8 -2.6
H 0.194 -1.577 1.773 -0.6 2.1 1.1
H 0.420 1.635 2.555 0.8 -1.9 -1.4
H 2.405 0.485 3.784 -0.6 -0.6 -2.2
H 3.028 1.138 2.130 -1.6 -1.8 1.0
C 1.655 5.402 -3.812 0.2 0.6 -0.4
Cl 1.847 6.598 -2.524 0.0 -0.1 -0.1
Cl 1.301 3.803 -3.148 0.2 0.0 -0.8
H 0.832 5.708 -4.462 0.1 -0.2 0.3
H 2.582 5.350 -4.390 -0.2 -0.1 0.3
```
Forces are in eV/Å.

Its charge is +1. The value obtained for the molecular weight is 423.22 u. The value obtained for the HOMO energy is -11.3359 eV. The calculation puts the calculated total energy at -2425.85756 Eh.

***

Record 2
A 6-piece molecular cluster, C28H45N8O9P overall, computed with ωB97M-V/def2-TZVPD.

```
91
Properties=species:S:1:pos:R:3:forces:R:3
C 3.740 1.164 -0.423 -0.1 -0.3 0.2
C 3.481 0.886 -1.577 0.2 0.1 -0.9
C 3.254 0.527 -3.069 -0.7 -1.1 1.3
C 1.723 0.176 -3.327 -0.2 0.5 0.0
C 1.432 -1.014 -4.211 -1.3 0.5 0.4
N 0.175 -1.447 -4.548 2.0 2.9 1.9
C -0.805 -0.620 -3.987 -2.2 0.4 0.2
C -2.255 -0.953 -4.317 -0.7 1.6 1.1
C -3.408 -0.165 -3.842 4.5 0.4 0.3
N -4.762 -0.556 -4.261 0.6 -1.2 2.1
C -5.049 -1.580 -3.589 0.4 0.1 -0.5
O -5.278 -2.559 -2.997 -0.1 1.3 -0.8
C -3.101 1.034 -2.942 2.4 -1.4 -1.0
C -1.689 1.380 -2.594 -2.2 -1.3 -1.0
C -1.502 2.670 -1.695 -1.3 -0.4 -1.0
P -1.402 2.310 0.137 2.6 0.8 1.5
O 0.035 2.110 0.514 -2.0 -0.4 -0.5
O -1.899 3.730 0.930 -0.2 -1.8 -1.9
O -2.435 1.119 0.663 0.8 1.7 -1.3
C -0.514 0.551 -3.115 -1.6 0.5 0.2
N 0.770 0.982 -2.758 0.1 -3.3 -2.5
H 3.954 1.328 0.662 -0.4 -0.2 -1.9
H 3.661 1.275 -3.808 -0.7 -0.7 1.1
H 3.817 -0.444 -3.266 -0.5 1.3 0.2
H 2.309 -1.586 -4.634 -1.1 0.7 0.6
H -2.463 -1.854 -4.962 0.5 1.1 0.8
H -3.968 1.648 -2.583 1.1 -0.6 -0.3
H -2.439 3.301 -1.852 1.2 -0.7 0.1
H -0.604 3.271 -2.041 -0.9 -0.9 0.8
H -1.574 4.466 0.364 -0.3 -0.5 0.7
H -2.497 0.386 0.017 0.1 0.5 0.3
C 6.711 1.928 -5.984 0.1 -0.1 0.1
C 5.211 2.032 -6.062 -0.4 -0.1 0.0
O 4.474 1.166 -5.604 0.3 0.1 -0.3
N 4.678 3.127 -6.662 0.3 -0.3 0.2
C 5.371 4.250 -7.260 -0.5 0.0 0.0
H 6.981 1.002 -5.479 -0.2 0.1 0.0
H 7.140 1.912 -6.987 0.1 0.1 0.1
H 7.117 2.765 -5.412 0.1 0.0 -0.2
H 3.669 3.125 -6.675 0.1 0.0 0.0
H 5.057 5.161 -6.747 0.2 0.1 -0.1
H 5.080 4.316 -8.310 0.2 0.2 0.0
H 6.451 4.151 -7.190 -0.1 -0.1 0.0
C -2.644 -5.158 -7.154 -0.1 -0.1 0.0
C -1.650 -4.491 -6.239 0.2 0.1 0.4
O -1.799 -4.469 -5.024 -0.2 0.0 -0.1
N -0.561 -3.902 -6.801 -0.3 -0.3 0.0
C -0.209 -3.821 -8.203 0.3 0.2 0.4
H -3.453 -5.580 -6.559 0.2 0.1 0.0
H -3.068 -4.428 -7.846 0.1 -0.1 -0.1
H -2.163 -5.968 -7.707 -0.1 0.1 -0.1
H 0.059 -3.476 -6.125 -0.1 0.1 0.0
H 0.765 -4.295 -8.343 -0.1 0.0 -0.3
H -0.134 -2.767 -8.480 0.0 -0.1 -0.3
H -0.943 -4.310 -8.840 0.0 0.0 0.1
C -2.569 5.411 6.137 0.0 0.1 0.1
C -2.816 5.123 4.678 -0.1 0.0 -0.5
O -3.481 5.870 3.972 0.0 0.1 0.2
N -2.274 3.994 4.153 -0.2 0.4 0.3
C -1.464 2.992 4.814 -0.1 -0.1 -0.5
H -3.064 6.343 6.407 0.0 -0.1 -0.2
H -2.980 4.610 6.754 0.2 0.0 0.1
H -1.499 5.521 6.323 0.0 -0.1 0.1
H -2.482 3.867 3.172 0.1 0.0 0.0
H -0.503 2.935 4.299 0.1 -0.2 0.2
H -1.971 2.029 4.728 0.2 -0.1 0.2
H -1.299 3.220 5.864 -0.1 0.0 -0.1
C -0.920 -2.061 5.427 0.0 -0.1 0.0
C -0.260 -0.713 5.542 0.1 0.4 0.1
O -0.602 0.108 6.386 0.0 -0.1 0.1
N 0.744 -0.417 4.676 -0.4 -0.2 0.3
C 1.290 -1.243 3.618 0.2 0.5 0.0
H -1.698 -2.147 6.184 0.1 0.1 -0.1
H -1.381 -2.170 4.443 0.1 -0.1 0.0
H -0.187 -2.853 5.593 -0.1 -0.1 -0.1
H 1.136 0.503 4.816 0.0 -0.1 -0.1
H 2.355 -1.390 3.810 0.0 -0.2 -0.2
H 1.171 -0.712 2.671 0.1 -0.2 -0.1
H 0.797 -2.209 3.555 0.0 0.1 0.1
C -0.519 -4.825 10.512 0.0 -0.1 0.0
C -0.426 -4.019 9.243 0.1 0.1 -0.5
O -0.092 -4.521 8.177 0.0 0.0 0.2
N -0.727 -2.694 9.305 0.1 -0.5 0.1
C -1.138 -1.919 10.457 0.0 0.3 -0.5
H -0.250 -5.859 10.301 0.0 0.2 -0.1
H 0.174 -4.433 11.259 -0.2 0.0 0.1
H -1.540 -4.806 10.897 0.1 0.1 0.1
H -0.641 -2.222 8.415 0.0 0.1 0.1
H -2.117 -1.482 10.247 0.0 0.1 0.3
H -0.416 -1.113 10.606 -0.1 0.0 0.2
H -1.197 -2.523 11.359 0.0 0.0 -0.1
```
Forces are in eV/Å.

As for the SMILES: C#CCc1cnc2cc(N=C=O)cc(CP(=O)(O)O)c2n1.CNC(C)=O.CNC(C)=O.CNC(C)=O.CNC(C)=O.CNC(C)=O. The value obtained for the molecular weight is 668.69 u. The value obtained for the HOMO energy is -8.7206 eV. The calculation puts the calculated total energy at -2550.49556 Eh.

***

Record 3
C3H10N3O3S as an isolated structure, computed with ωB97M-V/def2-TZVPD.

```
20
Properties=species:S:1:pos:R:3:forces:R:3
C -0.058 1.779 0.849 -5.8 -4.9 -0.7
C 0.634 -2.930 -1.047 1.5 -0.4 2.4
C -1.002 0.082 0.567 1.2 3.3 -1.0
N 1.178 1.739 0.800 4.8 -0.1 0.4
N -0.575 -0.417 -0.688 -0.4 -0.2 -1.8
N -0.908 2.676 1.189 1.7 3.3 0.9
O 1.289 -0.679 -2.369 -0.6 -1.0 0.8
O 1.791 -0.801 0.013 0.9 -0.6 1.4
O -2.403 0.342 0.720 3.5 0.0 1.2
S 0.950 -1.189 -1.065 -2.4 2.1 -1.5
H 0.611 -3.352 -2.052 0.0 0.1 0.3
H 1.591 -3.124 -0.442 -1.0 -0.8 -1.3
H -0.165 -3.293 -0.331 0.6 0.9 -1.1
H -0.546 -0.456 1.352 0.0 -0.6 1.0
H 1.699 0.872 0.594 -0.7 0.1 -0.1
H 1.797 2.451 1.160 -0.1 0.6 -0.1
H -0.866 0.088 -1.559 0.3 -0.5 1.2
H -1.879 2.477 0.905 0.5 0.8 0.8
H -0.414 3.602 1.532 -2.5 -1.9 -1.0
H -2.724 0.134 -0.127 -1.4 -0.4 -1.9
```
Forces are in eV/Å.

Its charge is +1. The value obtained for the molecular weight is 168.20 u. The value obtained for the HOMO energy is -13.8380 eV. The calculation puts the calculated total energy at -908.17269 Eh. As for the energy above the lowest of the compared OMol25 structures with the same formula, charge and spin: 0.0 kcal/mol.

***

Repeat the third record exactly.
C3H10N3O3S as an isolated structure, computed with ωB97M-V/def2-TZVPD.

```
20
Properties=species:S:1:pos:R:3:forces:R:3
C -0.058 1.779 0.849 -5.8 -4.9 -0.7
C 0.634 -2.930 -1.047 1.5 -0.4 2.4
C -1.002 0.082 0.567 1.2 3.3 -1.0
N 1.178 1.739 0.800 4.8 -0.1 0.4
N -0.575 -0.417 -0.688 -0.4 -0.2 -1.8
N -0.908 2.676 1.189 1.7 3.3 0.9
O 1.289 -0.679 -2.369 -0.6 -1.0 0.8
O 1.791 -0.801 0.013 0.9 -0.6 1.4
O -2.403 0.342 0.720 3.5 0.0 1.2
S 0.950 -1.189 -1.065 -2.4 2.1 -1.5
H 0.611 -3.352 -2.052 0.0 0.1 0.3
H 1.591 -3.124 -0.442 -1.0 -0.8 -1.3
H -0.165 -3.293 -0.331 0.6 0.9 -1.1
H -0.546 -0.456 1.352 0.0 -0.6 1.0
H 1.699 0.872 0.594 -0.7 0.1 -0.1
H 1.797 2.451 1.160 -0.1 0.6 -0.1
H -0.866 0.088 -1.559 0.3 -0.5 1.2
H -1.879 2.477 0.905 0.5 0.8 0.8
H -0.414 3.602 1.532 -2.5 -1.9 -1.0
H -2.724 0.134 -0.127 -1.4 -0.4 -1.9
```
Forces are in eV/Å.

Its charge is +1. The value obtained for the molecular weight is 168.20 u. The value obtained for the HOMO energy is -13.8380 eV. The calculation puts the calculated total energy at -908.17269 Eh. As for the energy above the lowest of the compared OMol25 structures with the same formula, charge and spin: 0.0 kcal/mol.

***

Repeat the third record exactly.
C3H10N3O3S as an isolated structure, computed with ωB97M-V/def2-TZVPD.

```
20
Properties=species:S:1:pos:R:3:forces:R:3
C -0.058 1.779 0.849 -5.8 -4.9 -0.7
C 0.634 -2.930 -1.047 1.5 -0.4 2.4
C -1.002 0.082 0.567 1.2 3.3 -1.0
N 1.178 1.739 0.800 4.8 -0.1 0.4
N -0.575 -0.417 -0.688 -0.4 -0.2 -1.8
N -0.908 2.676 1.189 1.7 3.3 0.9
O 1.289 -0.679 -2.369 -0.6 -1.0 0.8
O 1.791 -0.801 0.013 0.9 -0.6 1.4
O -2.403 0.342 0.720 3.5 0.0 1.2
S 0.950 -1.189 -1.065 -2.4 2.1 -1.5
H 0.611 -3.352 -2.052 0.0 0.1 0.3
H 1.591 -3.124 -0.442 -1.0 -0.8 -1.3
H -0.165 -3.293 -0.331 0.6 0.9 -1.1
H -0.546 -0.456 1.352 0.0 -0.6 1.0
H 1.699 0.872 0.594 -0.7 0.1 -0.1
H 1.797 2.451 1.160 -0.1 0.6 -0.1
H -0.866 0.088 -1.559 0.3 -0.5 1.2
H -1.879 2.477 0.905 0.5 0.8 0.8
H -0.414 3.602 1.532 -2.5 -1.9 -1.0
H -2.724 0.134 -0.127 -1.4 -0.4 -1.9
```
Forces are in eV/Å.

Its charge is +1. The value obtained for the molecular weight is 168.20 u. The value obtained for the HOMO energy is -13.8380 eV. The calculation puts the calculated total energy at -908.17269 Eh. As for the energy above the lowest of the compared OMol25 structures with the same formula, charge and spin: 0.0 kcal/mol.

***

Question: Among the records above, which one has the lowest molecular weight?
Answer: C3H10N3O3S